(1)
4 unconnected molecules or ions with the total composition C46H81Br2N5O5S in a non-equilibrium geometry. Source: the Open Molecules 2025 dataset; level of theory: the ωB97M-V functional and the def2-TZVPD basis.

Calculated values
Energy above the lowest of the compared OMol25 structures with the same formula, charge and spin, kcal/mol: 97.1
HOMO-LUMO gap, eV: 8.5
SMILES: [H]/N=C(\C)Cc1cc(C[C@@H]2CO2)c(OC[C@@H](C)C(C)C)c2c1N(CCCC)c1c(C[C@H](C)Br)cc(C[C@H](C)Br)cc1S2.COC[C@@H](C)N.COC[C@@H](C)N.COC[C@@H](C)N
LUMO, eV: 0.591
E_HOMO, eV: -7.9

Last column: Mulliken charge in e.
Geometry (Å):
C  2.27  -2.38  2.07  -1.1486
C  2.55  -1.27  0.97  -0.3085
C  1.28  -1.01  0.02  -0.0059
C  1.76  -0.20  -1.22  -1.0405
N  1.47  -0.70  -2.59  2.7360
C  2.58  -0.25  -3.42  -1.2450
C  2.44  0.92  -4.30  -0.5089
C  1.11  1.72  -4.45  -0.6626
C  0.41  1.25  -5.81  -0.0861
C  -1.14  1.47  -5.82  -1.1487
Br  0.71  -0.67  -6.24  -0.1211
C  3.59  1.38  -5.08  -0.8132
C  4.91  0.74  -5.05  0.0979
C  6.13  1.31  -5.87  -1.2431
C  6.82  2.41  -4.98  0.1096
C  8.04  3.10  -5.68  -1.2215
Br  7.48  1.73  -3.24  -0.1396
C  5.04  -0.45  -4.21  -0.3591
C  3.91  -0.91  -3.42  1.1001
S  4.03  -2.39  -2.34  -0.5068
C  2.38  -3.13  -2.65  0.9985
C  2.17  -4.57  -2.82  -0.0404
O  3.24  -5.48  -2.78  -0.5659
C  3.36  -6.22  -4.02  -0.9192
C  4.83  -6.46  -4.53  0.6512
C  4.88  -7.85  -5.32  -1.4719
C  5.29  -5.36  -5.58  -0.1489
C  5.40  -3.90  -4.97  -1.0053
C  6.73  -5.68  -6.20  -1.5113
C  0.78  -5.03  -3.03  1.3976
C  0.37  -6.52  -3.18  -1.5459
C  0.55  -7.26  -1.70  0.2655
C  -0.67  -6.94  -0.66  -0.5140
O  0.78  -6.35  -0.58  -0.3238
C  -0.32  -4.05  -3.12  -1.1390
C  -0.08  -2.62  -2.97  -0.3395
C  -1.24  -1.55  -3.03  0.2516
C  -1.57  -1.08  -1.57  0.7274
C  -2.00  -2.12  -0.48  -1.2788
N  -1.53  0.17  -1.28  -0.4905
C  1.29  -2.13  -2.73  -0.5461
H  2.69  -2.05  3.06  0.3299
H  1.17  -2.59  2.16  0.2680
H  2.81  -3.31  1.75  0.2573
H  3.46  -1.55  0.38  0.1865
H  2.74  -0.31  1.53  0.3641
H  0.70  -1.94  -0.14  -0.3607
H  0.62  -0.33  0.64  0.4021
H  2.88  -0.03  -1.12  0.8377
H  1.33  0.84  -1.15  -0.0755
H  0.37  1.53  -3.63  -0.0284
H  1.35  2.81  -4.59  0.5386
H  0.83  1.81  -6.69  0.5412
H  -1.44  2.53  -5.58  0.2892
H  -1.48  1.29  -6.88  0.3707
H  -1.70  0.73  -5.19  0.2358
H  3.46  2.29  -5.72  0.2738
H  6.80  0.44  -6.11  0.3559
H  5.69  1.81  -6.77  0.3554
H  6.06  3.21  -4.78  0.3675
H  7.75  3.62  -6.63  0.3410
H  8.87  2.38  -5.89  0.3228
H  8.46  3.87  -4.97  0.3598
H  6.01  -1.00  -4.12  0.5067
H  2.72  -5.80  -4.85  0.4308
H  2.94  -7.25  -3.81  0.2558
H  5.59  -6.50  -3.70  0.4976
H  4.91  -7.64  -6.43  0.3211
H  3.96  -8.47  -5.16  0.4084
H  5.77  -8.47  -5.03  0.2620
H  4.49  -5.34  -6.37  0.3408
H  6.20  -3.33  -5.51  0.3651
H  4.43  -3.34  -5.10  0.1879
H  5.69  -3.90  -3.89  0.2513
H  6.97  -4.79  -6.85  0.4396
H  7.48  -5.81  -5.38  0.2800
H  6.68  -6.57  -6.88  0.3956
H  0.98  -7.12  -3.90  0.3162
H  -0.72  -6.64  -3.43  0.4137
H  1.00  -8.31  -1.67  0.3065
H  -1.31  -6.09  -1.01  0.0448
H  -0.63  -7.32  0.38  0.4086
H  -1.38  -4.38  -3.26  0.3134
H  -2.14  -2.07  -3.48  0.6767
H  -0.89  -0.70  -3.66  -1.0229
H  -1.15  -2.60  0.06  0.1676
H  -2.62  -1.62  0.32  0.5145
H  -2.59  -2.96  -0.94  0.3014
H  -1.79  0.24  -0.28  0.1080
C  -1.63  5.73  1.77  -1.3860
C  -1.71  4.43  2.56  0.4225
C  -0.58  3.43  2.23  -1.0424
O  -0.74  2.75  0.99  -0.1148
C  -0.36  3.50  -0.15  -0.1509
N  -3.03  3.82  2.37  -0.6495
H  -1.99  5.62  0.75  0.2921
H  -2.26  6.49  2.24  0.3448
H  -0.61  6.11  1.74  0.3496
H  -1.60  4.69  3.62  0.4299
H  -0.58  2.66  2.99  0.3189
H  0.41  3.92  2.27  0.4519
H  0.50  4.15  0.05  0.3537
H  -1.20  4.08  -0.52  0.2290
H  -0.08  2.80  -0.94  -0.3478
H  -3.11  3.01  2.98  0.2540
H  -3.04  3.42  1.43  0.3063
C  -6.23  7.24  5.82  -1.4924
C  -5.48  6.07  5.18  0.1744
C  -5.19  4.91  6.16  -0.2005
O  -4.13  5.16  7.07  -0.4084
C  -4.48  5.96  8.19  -0.6598
N  -4.26  6.57  4.56  -0.6478
H  -5.58  7.87  6.42  0.2909
H  -6.66  7.88  5.05  0.3919
H  -7.05  6.88  6.45  0.3330
H  -6.13  5.66  4.39  0.4535
H  -4.88  4.05  5.57  0.3404
H  -6.10  4.61  6.71  0.0685
H  -5.50  5.77  8.52  0.2718
H  -4.35  7.02  7.96  0.2567
H  -3.80  5.72  9.00  0.2662
H  -3.82  5.80  4.04  0.2125
H  -3.59  6.76  5.31  0.3297
C  -6.02  0.49  8.41  -1.6226
C  -6.40  1.96  8.55  0.8422
C  -6.39  2.46  10.01  -0.5347
O  -7.49  2.04  10.79  -0.4441
C  -7.39  0.72  11.30  -0.6386
N  -7.71  2.18  7.93  -0.6807
H  -6.83  -0.18  8.68  0.2977
H  -5.77  0.27  7.37  0.3915
H  -5.15  0.25  9.02  0.3376
H  -5.66  2.55  8.00  0.0756
H  -6.44  3.55  9.99  0.1455
H  -5.44  2.21  10.51  0.4341
H  -6.36  0.45  11.55  0.2966
H  -7.81  0.01  10.58  0.2259
H  -8.00  0.66  12.21  0.2744
H  -7.92  3.18  7.93  0.2656
H  -8.42  1.79  8.55  0.3323

---

(2)
12 unconnected molecules or ions with the total composition C46H83O19P in a non-equilibrium geometry. Source: the Open Molecules 2025 dataset; level of theory: the ωB97M-V functional and the def2-TZVPD basis.

Calculated values
HOMO-LUMO gap, eV: 7.9
SMILES: CCOC1=C(P(=O)(O)O)C(=O)C(CCCCOC=O)=CC1=O.CC(C)=O.CC(C)=O.CC(C)=O.CC(C)=O.CC(C)=O.CC(C)=O.CC(C)=O.CC(C)=O.CC(C)=O.CC(C)=O.CC(C)=O
LUMO, eV: -1.026
E_HOMO, eV: -9.0

Last column: Mulliken charge in e.
Geometry (Å):
C  -2.54  -1.39  -0.66  -0.2582
C  -4.13  -1.46  -0.24  -0.4568
O  -5.05  -0.85  -1.21  -0.3535
C  -4.71  0.55  -1.51  0.4293
C  -4.70  1.14  -2.91  0.2219
P  -5.15  0.11  -4.45  1.0951
O  -5.24  1.13  -5.69  -0.6824
O  -3.92  -1.08  -4.89  -0.4196
O  -6.68  -0.70  -4.18  -0.4994
C  -4.24  2.75  -2.96  -0.2310
O  -4.86  3.67  -3.73  -0.5648
C  -2.97  3.12  -1.94  0.6455
C  -1.71  4.08  -2.34  -0.2959
C  -0.80  3.30  -3.50  -0.5833
C  0.06  2.03  -2.91  0.8952
C  0.48  1.11  -4.23  -0.4215
O  1.19  -0.13  -3.87  -0.3525
C  0.27  -1.19  -3.43  0.1178
O  -0.99  -1.38  -3.89  -0.4544
C  -2.97  2.52  -0.54  -0.2982
C  -4.27  1.51  -0.22  0.2158
O  -4.90  1.49  0.96  -0.6013
H  -2.23  -2.09  -1.54  0.1441
H  -1.93  -1.76  0.30  0.2802
H  -2.13  -0.32  -0.90  -0.1310
H  -4.41  -2.62  -0.20  0.3092
H  -4.31  -1.06  0.87  0.2899
H  -4.27  -1.54  -5.74  0.2770
H  -6.90  -0.68  -3.19  0.3832
H  -2.02  5.18  -2.67  0.1612
H  -1.00  4.13  -1.38  0.2187
H  -1.58  2.83  -4.28  0.0189
H  -0.07  4.06  -4.06  0.3653
H  -0.55  1.35  -2.15  -0.6293
H  1.06  2.41  -2.38  0.1949
H  -0.44  0.95  -4.94  0.2210
H  1.25  1.78  -4.86  0.2476
H  0.66  -1.95  -2.61  0.3193
H  -2.12  2.70  0.24  0.1503
C  0.09  8.21  -5.39  -1.1952
C  -0.94  7.19  -4.98  0.7511
O  -0.61  6.15  -4.40  -0.4554
C  -2.37  7.48  -5.31  -1.0171
H  1.09  7.86  -5.08  0.3001
H  0.08  8.33  -6.47  0.3498
H  -0.11  9.16  -4.89  0.3403
H  -2.49  7.57  -6.40  0.3482
H  -2.69  8.40  -4.82  0.3463
H  -3.00  6.66  -4.96  0.1966
C  1.26  1.66  1.95  -1.1268
C  0.82  0.88  0.74  0.5184
O  -0.15  1.22  0.07  -0.1587
C  1.62  -0.35  0.38  -0.3137
H  0.59  2.52  2.08  0.2987
H  1.20  1.03  2.84  0.3335
H  2.27  2.03  1.80  0.2195
H  1.58  -1.07  1.20  0.3039
H  2.66  -0.07  0.17  0.3347
H  1.19  -0.81  -0.51  -0.3141
C  -10.13  -1.30  -0.33  -1.0131
C  -9.32  -1.29  -1.59  0.8749
O  -8.35  -0.53  -1.73  -0.5622
C  -9.73  -2.23  -2.69  -1.0761
H  -9.72  -0.56  0.37  0.3034
H  -11.16  -1.02  -0.55  0.3464
H  -10.08  -2.28  0.14  0.1803
H  -10.75  -2.00  -3.01  0.3535
H  -9.67  -3.26  -2.33  0.3225
H  -9.05  -2.12  -3.54  0.2032
C  3.89  -0.42  5.09  -0.9677
C  3.45  -1.21  3.88  0.8637
O  2.48  -0.86  3.21  -0.5541
C  4.25  -2.43  3.52  -1.0068
H  3.22  0.44  5.22  0.2178
H  3.83  -1.05  5.98  0.4096
H  4.90  -0.05  4.94  0.2642
H  4.22  -3.15  4.34  0.2452
H  5.29  -2.15  3.31  0.3017
H  3.82  -2.90  2.63  0.2764
C  -1.18  -4.49  -5.24  -0.5446
C  -2.20  -5.51  -4.84  0.7939
O  -1.88  -6.54  -4.26  -0.5836
C  -3.64  -5.21  -5.17  -0.8834
H  -0.18  -4.83  -4.94  0.2906
H  -1.18  -4.36  -6.33  0.3628
H  -1.38  -3.53  -4.75  -0.1212
H  -3.76  -5.12  -6.25  0.3134
H  -3.96  -4.29  -4.67  0.1272
H  -4.27  -6.04  -4.82  0.3030
C  3.71  0.93  9.72  -1.0863
C  3.49  1.58  8.38  0.7326
O  3.79  1.01  7.33  -0.4528
C  2.88  2.96  8.37  -1.0859
H  4.15  -0.06  9.57  0.2667
H  4.39  1.53  10.32  0.3267
H  2.75  0.81  10.24  0.3352
H  3.53  3.66  8.91  0.3258
H  1.89  2.93  8.83  0.3378
H  2.78  3.31  7.34  0.2647
C  -9.91  -3.87  4.02  -1.0914
C  -10.35  -4.65  2.81  0.8789
O  -11.32  -4.31  2.14  -0.5660
C  -9.55  -5.88  2.46  -1.1027
H  -10.58  -3.01  4.16  0.2849
H  -9.97  -4.50  4.91  0.3512
H  -8.90  -3.50  3.88  0.3083
H  -9.58  -6.60  3.28  0.3504
H  -8.51  -5.60  2.24  0.3056
H  -9.98  -6.34  1.56  0.2870
C  -1.10  2.73  -8.12  -0.9013
C  0.33  2.38  -8.41  0.9099
O  1.24  2.74  -7.67  -0.5764
C  0.61  1.56  -9.64  -1.1476
H  -1.15  3.32  -7.20  0.0723
H  -1.51  3.32  -8.94  0.4096
H  -1.69  1.82  -7.98  0.2949
H  0.28  2.10  -10.53  0.3365
H  0.10  0.59  -9.57  0.3095
H  1.69  1.38  -9.73  0.3070
C  8.32  0.61  2.42  -1.0602
C  6.83  0.52  2.64  0.8089
O  6.33  -0.42  3.24  -0.5097
C  5.98  1.64  2.09  -0.9029
H  8.80  -0.26  2.87  0.2536
H  8.53  0.62  1.35  0.3865
H  8.71  1.51  2.89  0.2033
H  6.09  1.69  1.01  0.3798
H  6.27  2.59  2.55  0.3435
H  4.93  1.44  2.33  0.0640
C  11.86  3.55  4.85  -1.1293
C  11.07  2.29  4.64  0.8400
O  10.65  1.98  3.53  -0.5721
C  10.82  1.42  5.85  -1.0359
H  11.97  4.07  3.90  0.2933
H  11.34  4.21  5.55  0.3303
H  12.86  3.30  5.23  0.3372
H  10.25  1.98  6.59  0.3097
H  11.76  1.08  6.27  0.3441
H  10.23  0.55  5.55  0.2552
C  7.04  -6.59  4.67  -1.1034
C  6.14  -5.80  5.58  0.8581
O  6.06  -4.58  5.50  -0.5374
C  5.34  -6.57  6.60  -1.1099
H  7.56  -5.90  3.99  0.2851
H  7.79  -7.13  5.26  0.3391
H  6.45  -7.29  4.08  0.3232
H  6.01  -7.11  7.27  0.3391
H  4.67  -7.27  6.09  0.3280
H  4.74  -5.88  7.19  0.2851

---

(3)
A molecular structure, C46H84N9O3RbS2. Source: the Open Molecules 2025 dataset; level of theory: the ωB97M-V functional and the def2-TZVPD basis.

Calculated values
Energy above the lowest of the compared OMol25 structures with the same formula, charge and spin, kcal/mol: 14.6
HOMO-LUMO gap (spin up / spin down), eV: 5.6 / 5.6
LUMO (spin up / spin down), eV: -0.833 / -0.835
E_HOMO (spin up / spin down), eV: -6.4 / -6.4

Last column: Mulliken charge in e.
Geometry (Å):
Rb  -0.23  -0.34  -0.07  0.6135
C  4.69  -3.94  5.62  -1.5793
C  5.36  -2.66  5.09  1.7012
C  5.26  -1.56  6.16  -1.2851
C  6.84  -2.95  4.85  -2.4147
C  4.64  -2.19  3.82  -0.4604
C  3.33  -1.89  3.85  -0.2261
C  2.62  -1.45  2.68  -1.7180
N  1.32  -1.27  2.57  0.7940
C  0.41  -1.18  3.57  -1.7808
C  0.68  -0.81  4.91  -0.6166
C  -0.28  -0.83  5.87  -0.5934
C  -1.59  -1.24  5.48  -0.1006
C  -1.97  -1.51  4.19  -0.8749
C  -0.95  -1.47  3.16  0.7130
O  -1.21  -1.75  1.96  -0.2394
C  -3.41  -1.93  3.89  2.9571
C  -3.44  -3.46  3.78  -1.6518
C  -4.38  -1.49  5.00  -2.2040
C  -3.97  -1.34  2.58  -1.2477
C  0.05  -0.41  7.31  2.2655
C  0.66  0.99  7.32  -1.6950
C  -1.19  -0.39  8.20  -2.3726
C  1.05  -1.40  7.90  -1.2563
C  3.36  -1.32  1.40  0.7069
O  2.83  -0.76  0.43  0.1068
C  4.73  -1.85  1.36  -0.4803
C  5.31  -2.17  2.55  -0.1314
C  5.53  -2.02  0.06  3.0453
C  6.62  -3.09  0.24  -2.2492
C  4.66  -2.49  -1.11  -1.9288
C  6.22  -0.71  -0.32  -1.7079
H  5.21  -4.29  6.52  0.4663
H  4.73  -4.73  4.87  0.3425
H  3.65  -3.77  5.88  0.3019
H  5.74  -1.88  7.09  0.4919
H  4.22  -1.33  6.38  -0.1129
H  5.74  -0.64  5.82  0.3576
H  7.32  -3.22  5.80  0.4548
H  7.37  -2.09  4.45  0.4059
H  6.99  -3.79  4.17  0.4141
H  2.76  -2.06  4.76  1.3209
H  1.67  -0.43  5.15  1.1550
H  -2.34  -1.29  6.25  0.4736
H  -3.10  -3.92  4.71  0.3281
H  -2.78  -3.80  2.98  0.2461
H  -4.45  -3.82  3.57  0.4349
H  -4.27  -2.08  5.91  0.4661
H  -5.40  -1.62  4.66  0.4585
H  -4.24  -0.44  5.25  0.4083
H  -3.36  -1.58  1.72  -0.4999
H  -4.03  -0.25  2.65  0.1058
H  -4.98  -1.72  2.44  0.6690
H  -0.03  1.73  6.93  0.3680
H  1.57  1.04  6.72  0.2941
H  0.93  1.28  8.34  0.4526
H  -1.96  0.29  7.82  0.4345
H  -0.92  -0.04  9.20  0.4480
H  -1.64  -1.38  8.31  0.4109
H  1.98  -1.40  7.33  -0.0603
H  0.65  -2.42  7.89  0.3065
H  1.29  -1.14  8.94  0.5194
H  6.34  -2.50  2.53  0.3657
H  6.22  -4.01  0.67  0.4258
H  7.44  -2.74  0.87  0.4585
H  7.05  -3.33  -0.73  0.4491
H  4.17  -3.44  -0.88  0.4054
H  5.30  -2.64  -1.98  0.4759
H  3.89  -1.77  -1.36  0.0661
H  6.81  -0.32  0.51  0.2280
H  5.51  0.06  -0.62  0.2323
H  6.89  -0.87  -1.17  0.4800
C  -3.36  1.59  -1.43  -0.7837
C  -3.73  1.67  0.07  -1.3078
N  -2.59  1.38  0.90  2.0805
C  -2.49  2.06  2.17  -0.7839
C  -2.22  3.56  1.98  -1.1680
S  -0.97  3.99  0.75  0.0169
C  -1.92  4.27  -0.77  -1.0433
C  -1.67  3.32  -1.94  -0.5662
N  -1.97  1.93  -1.68  0.5053
H  -4.05  2.23  -2.01  0.3212
H  -3.50  0.57  -1.76  0.0993
H  -4.58  0.99  0.25  0.3106
H  -4.09  2.67  0.31  0.6178
H  -2.42  0.38  0.97  -1.0964
H  -1.65  1.61  2.72  0.2711
H  -3.38  1.96  2.81  0.3208
H  -1.88  3.98  2.92  0.5890
H  -3.14  4.09  1.72  0.3921
H  -1.68  5.28  -1.11  0.6108
H  -2.98  4.28  -0.51  0.5196
H  -0.62  3.38  -2.24  0.0583
H  -2.26  3.72  -2.78  0.3423
H  -1.56  1.33  -2.38  0.0672
N  -0.10  -3.49  -0.41  0.0679
C  1.26  -3.47  -0.97  0.8506
C  1.24  -3.51  -2.49  -0.9353
C  0.62  -2.26  -3.12  -0.0287
C  1.49  -1.02  -3.00  0.2260
N  0.68  0.20  -3.22  -0.2575
H  -0.14  -3.08  0.52  -0.2648
H  -0.42  -4.45  -0.32  0.3416
H  1.87  -4.30  -0.58  0.4855
H  1.75  -2.55  -0.64  -1.3033
H  0.69  -4.40  -2.82  0.4850
H  2.27  -3.64  -2.86  0.3574
H  -0.34  -2.06  -2.63  -0.5412
H  0.39  -2.45  -4.17  0.5312
H  2.34  -1.09  -3.68  0.4652
H  1.90  -0.95  -1.99  -0.6971
H  0.40  0.25  -4.19  0.3062
H  1.24  1.02  -3.02  0.0344
C  2.15  3.74  -1.55  -0.7832
N  2.25  2.45  -0.88  0.7982
C  3.44  1.77  -1.40  -0.6277
N  4.67  2.54  -1.18  0.2706
C  4.50  3.84  -1.84  -0.7145
N  3.34  4.58  -1.34  0.0710
C  3.50  4.75  0.11  -0.8117
N  3.65  3.48  0.82  0.0755
C  2.45  2.67  0.56  0.0968
C  4.80  2.78  0.26  -0.5228
H  1.28  4.28  -1.16  0.2432
H  2.01  3.59  -2.62  0.1119
H  3.33  1.61  -2.48  0.6341
H  3.53  0.80  -0.91  -0.6222
H  4.39  3.68  -2.91  0.3743
H  5.40  4.44  -1.66  0.3880
H  2.63  5.28  0.50  0.3735
H  4.39  5.36  0.29  0.3576
H  1.58  3.19  0.96  0.0464
H  2.56  1.70  1.05  -0.4284
H  4.91  1.81  0.77  0.1244
H  5.70  3.37  0.44  0.3909
C  -4.12  -2.56  -2.91  -1.2650
S  -2.78  -2.80  -1.75  0.7145
C  -3.69  -3.64  -0.48  -0.8714
O  -2.50  -1.43  -1.19  -0.4304
H  -4.44  -3.52  -3.30  0.4483
H  -3.73  -1.95  -3.72  0.3557
H  -4.95  -2.04  -2.42  0.3066
H  -4.08  -4.59  -0.87  0.5507
H  -4.50  -2.99  -0.14  0.3098
H  -3.00  -3.83  0.34  0.0007

---

| no. | E (eV) |
| --- | --- |
| 1 | -217616.6329 |
| 2 | -97228.7172 |
| 3 | -90945.0561 |